# C26H51BCl20O3

11 unconnected molecules or ions with the total composition C26H51BCl20O3 (ωB97M-V with the def2-TZVPD basis set, OMol25).

```
! wB97M-V def2-TZVPD RIJCOSX def2/J DEFGRID3
* xyz 0 1
C 2.0563 -2.9920 0.3790
C 1.7126 -1.8668 -0.7383
B 0.5225 -0.9147 -0.1291
O 0.8584 0.4568 0.1648
C -0.9241 -1.6061 0.0978
C -1.9567 -1.7452 -1.1154
O -3.2459 -2.0802 -0.4727
C -3.0992 -2.1289 0.9623
O -3.6733 -2.8527 1.7823
C -1.9395 -1.0159 1.1817
H 1.6288 -3.9816 0.0126
H 3.1595 -3.0417 0.6546
H 1.4680 -2.6944 1.3220
H 2.6436 -1.2456 -0.9785
H 1.3253 -2.4229 -1.6521
H 1.3493 0.5151 1.0177
H -0.7126 -2.6580 0.5077
H -1.6423 -2.7059 -1.6309
H -2.2178 -0.8296 -1.7300
H -2.5150 -0.0672 0.8589
H -1.4968 -0.9427 2.2268
Cl -6.2718 1.4735 -0.2660
C -6.9159 0.3172 -1.4572
C -5.8335 -0.5764 -2.0255
Cl -4.6911 0.3230 -3.0587
H -7.4218 0.8845 -2.2408
H -7.6624 -0.2882 -0.9405
H -6.2834 -1.3513 -2.6488
H -5.2612 -1.0660 -1.2359
Cl 1.2967 -1.9744 3.4435
C 1.5383 -3.0613 4.8361
C 2.9350 -3.6454 4.8740
Cl 3.2204 -4.7926 3.5425
H 0.7784 -3.8427 4.7894
H 1.3607 -2.4672 5.7347
H 3.0798 -4.1971 5.8048
H 3.6961 -2.8669 4.8185
Cl 3.6152 1.8169 -1.7774
C 5.2628 1.6965 -1.1104
C 5.9586 0.4187 -1.5311
Cl 5.2227 -1.0224 -0.7871
H 5.1941 1.7772 -0.0244
H 5.8185 2.5599 -1.4812
H 7.0020 0.4425 -1.2125
H 5.9382 0.2880 -2.6143
Cl 4.5294 1.5005 5.9814
C 5.7423 0.3875 5.3020
C 5.5897 0.2192 3.8043
Cl 4.0998 -0.6567 3.3744
H 5.6550 -0.5671 5.8233
H 6.7226 0.8108 5.5289
H 6.4248 -0.3630 3.4098
H 5.5757 1.1827 3.2921
Cl -3.2444 1.9687 0.8427
C -2.5802 2.8248 -0.5720
C -1.1074 3.1401 -0.4096
Cl -0.8167 4.3656 0.8504
H -3.1693 3.7285 -0.7273
H -2.7272 2.1715 -1.4347
H -0.7111 3.5447 -1.3430
H -0.5315 2.2487 -0.1540
Cl -3.0706 2.1512 6.7001
C -3.7165 0.9960 5.5076
C -2.6384 0.0970 4.9389
Cl -1.4944 0.9888 3.9066
H -4.2185 1.5646 4.7233
H -4.4659 0.3937 6.0244
H -3.0921 -0.6765 4.3146
H -2.0690 -0.3952 5.7290
Cl -3.6584 6.8227 -2.6360
C -5.4057 6.6292 -2.3486
C -5.7143 5.4128 -1.5005
Cl -5.3782 3.8906 -2.3598
H -5.9046 6.5789 -3.3175
H -5.7444 7.5325 -1.8377
H -6.7743 5.4018 -1.2396
H -5.1368 5.4134 -0.5741
Cl 5.1921 3.3160 -6.4991
C 3.4467 3.1135 -6.2052
C 3.1456 1.8864 -5.3700
Cl 3.4816 0.3743 -6.2491
H 2.9433 3.0736 -7.1724
H 3.1079 4.0095 -5.6818
H 2.0868 1.8697 -5.1045
H 3.7271 1.8776 -4.4473
Cl -8.0444 -2.9303 -2.8544
C -8.6374 -4.1601 -1.7094
C -9.6120 -3.5836 -0.7032
Cl -8.8211 -2.4668 0.4361
H -7.7729 -4.6092 -1.2182
H -9.1309 -4.9322 -2.3025
H -10.0476 -4.3878 -0.1075
H -10.4245 -3.0465 -1.1949
Cl 9.6771 0.2585 -3.3944
C 10.4660 -1.0355 -2.4578
C 9.6187 -2.2891 -2.3882
Cl 8.1516 -2.0544 -1.4072
H 10.6875 -0.6460 -1.4631
H 11.4122 -1.2549 -2.9559
H 10.1876 -3.0952 -1.9209
H 9.3122 -2.6216 -3.3812
*
```

Computed properties:
**HOMO**: -9.259 eV
**Structure (SMILES)**: CCB(O)[C@@H]1COC(=O)C1.ClCCCl.ClCCCl.ClCCCl.ClCCCl.ClCCCl.ClCCCl.ClCCCl.ClCCCl.ClCCCl.ClCCCl
**Energy**: -10475.7035 a.u.
**Gap between HOMO and LUMO**: 9.6 eV

Atomic partial charges in e from the Löwdin method, atoms 1 to 2: atom 1 (C): -0.147, atom 2 (C): -0.156

# C13H15HoNO4

A molecular structure, C13H15HoNO4 (ωB97M-V with the def2-TZVPD basis set, OMol25).

```
! wB97M-V def2-TZVPD RIJCOSX def2/J DEFGRID3
* xyz 3 5
Ho 0.3036 -0.2485 -1.6979
O 3.6039 -1.3124 -2.4446
C 2.6348 -0.9232 -1.9513
C -2.0489 0.2548 -2.1508
O -3.0735 0.4294 -2.6706
C -0.7382 -2.3749 -1.1299
O -1.1745 -3.4456 -1.0954
C 0.2259 1.7524 -3.1986
O 0.0728 2.4731 -4.1053
H -1.3515 -1.3232 -6.2920
H -1.9844 -1.0723 -5.9688
C -0.8001 -1.3240 2.1004
N 0.6862 -1.1870 2.0727
C 1.3391 -2.5479 2.1065
C 1.0984 -0.3809 0.7891
C 0.4338 1.0239 0.7587
C 0.6279 1.9489 1.8276
C -0.2034 3.0943 1.8167
C -1.0620 3.3896 0.7643
C -1.0497 2.5793 -0.3740
C -0.3905 1.3737 -0.3288
H -1.1679 -1.8577 1.2115
H -1.2706 -0.3471 2.1385
H -1.0724 -1.8899 2.9880
H 0.9709 -0.6273 2.9062
H 1.0206 -3.1369 1.2306
H 2.4229 -2.4221 2.0967
H 1.0363 -3.0403 3.0349
H 2.2051 -0.4034 0.7616
H 0.8093 -1.1953 0.0328
H 1.3700 1.8126 2.6360
H -0.2074 3.7714 2.6537
H -1.7003 4.2872 0.7821
H -1.5662 2.8693 -1.3010
*
```

Computed properties:
**HOMO (alpha / beta)**: -19.521 / -19.531 eV
**Energy**: -1806.8767 a.u.
**Gap between HOMO and LUMO (alpha / beta)**: 6.7 / 6.8 eV

Atomic partial charges in e from the natural (NBO) method, atoms 1 to 2: atom 1 (Ho): 1.372, atom 2 (O): -0.231

# C39H50N5SSb2W

A molecular structure, C39H50N5SSb2W (ωB97M-V with the def2-TZVPD basis set, OMol25).

```
! wB97M-V def2-TZVPD RIJCOSX def2/J DEFGRID3
* xyz 1 1
W 0.2383 -0.4203 -1.4375
C -3.9788 -0.9016 -3.0812
C -3.2588 -1.8258 -2.0967
C -2.7452 -1.0598 -0.8692
N -1.3659 -1.3742 -0.5139
C -1.1586 -2.3307 0.4066
C -2.1649 -3.2207 0.7893
C -2.2007 -4.2191 1.7557
C -1.2451 -4.5744 2.6814
C 0.0088 -3.9931 2.8125
C 0.6333 -3.0307 2.0476
C 0.2098 -2.3299 0.8995
N 0.9981 -1.5279 0.1850
C 2.4498 -1.5590 0.3740
C 3.1642 -1.9546 -0.9295
C 2.2709 -2.7064 -1.8916
N 1.1933 -1.8805 -2.4622
C 0.7291 -2.2939 -3.6619
C 0.9964 -3.5544 -4.1934
C 0.7605 -4.0769 -5.4622
C 0.3563 -3.4202 -6.6024
C 0.0064 -2.0765 -6.6775
C -0.2433 -1.1801 -5.6608
C -0.1813 -1.3383 -4.2560
N -0.7819 -0.5350 -3.3689
C -1.8582 0.2795 -3.9923
C -3.2413 0.4099 -3.3476
H -4.1348 -1.4289 -4.0260
H -4.9731 -0.6608 -2.6959
H -3.9312 -2.6360 -1.8052
H -2.4045 -2.2922 -2.5880
H -2.7384 -0.0012 -1.0865
H -3.4069 -1.1834 -0.0075
H -3.0754 -3.1478 0.2121
H -3.1304 -4.7758 1.7925
H -1.4974 -5.3603 3.3813
H 0.6043 -4.3577 3.6429
H 1.6088 -2.7539 2.4156
H 2.7845 -0.5780 0.7088
H 2.7336 -2.2618 1.1491
H 3.5836 -1.0891 -1.4388
H 4.0065 -2.6044 -0.6856
H 2.9005 -3.0672 -2.7059
H 1.8346 -3.5815 -1.3945
H 1.4368 -4.2603 -3.5034
H 1.0030 -5.1274 -5.5732
H 0.3487 -3.9828 -7.5268
H -0.1410 -1.6844 -7.6775
H -0.5354 -0.1954 -5.9984
H -1.4687 1.2774 -4.2106
H -2.0929 -0.1751 -4.9531
H -3.2541 1.0313 -2.4558
H -3.8156 0.9777 -4.0857
C 0.1249 3.5523 1.0633
Sb -0.7545 1.5991 1.1557
C -2.7382 2.3365 0.6859
C -1.1188 1.4826 3.3189
C -0.2550 2.3216 4.2163
C -0.5156 3.6951 4.2659
C 0.1913 4.5541 5.0845
C 1.1768 4.0375 5.9151
C 1.4150 2.6758 5.9117
C 0.7220 1.7975 5.0710
C 1.0548 0.3427 5.1595
Sb 2.8018 -0.2449 3.9896
C 4.2074 0.2171 5.5462
C 3.0582 1.6130 2.9476
H 1.0651 3.5877 1.6087
H -0.5490 4.2917 1.4896
H 0.3127 3.8057 0.0209
H -3.3259 2.4201 1.5998
H -3.2832 1.6979 -0.0065
H -2.6405 3.3309 0.2497
H -1.1279 0.4315 3.6020
H -2.1464 1.8385 3.4102
H -1.3183 4.0908 3.6538
H -0.0395 5.6112 5.0939
H 1.7327 4.6856 6.5796
H 2.1494 2.2640 6.5944
H 0.2263 -0.3115 4.8960
H 1.3485 0.1000 6.1813
H 4.0031 1.2023 5.9627
H 5.2168 0.2112 5.1362
H 4.1509 -0.5301 6.3370
H 3.4259 2.3809 3.6265
H 2.1019 1.9426 2.5451
H 3.7607 1.4813 2.1260
S 2.2524 1.0022 -1.3372
C 1.2284 2.2604 -1.9228
C 1.5883 3.5417 -2.3289
C 0.5879 4.4211 -2.6878
C -0.7425 4.0126 -2.6087
C -1.0147 2.7183 -2.2272
N -0.0531 1.8319 -1.9258
H 2.6302 3.8282 -2.3381
H 0.8343 5.4263 -3.0038
H -1.5510 4.6895 -2.8436
H -2.0304 2.3694 -2.1450
*
```

Computed properties:
**HOMO (alpha / beta)**: -9.449 / -9.437 eV
**Energy relative to the best compared isomer or geometry (same formula, charge and spin)**: 45.5 kJ/mol
**Energy**: -2735.4243 a.u.
**Gap between HOMO and LUMO (alpha / beta)**: 6.3 / 6.3 eV

Atomic partial charges in e from the Löwdin method, atoms 1 to 2: atom 1 (W): 1.368, atom 2 (C): -0.178